(1)
154
Properties=species:S:1:pos:R:3:mulliken_charge:R:1 method="wB97M-V/def2-TZVPD" total_charge=0 max_force_ev_per_a=4.351 de_lowest_kj_mol=1412.4 total_energy_ev=-177765.905 lumo_energy_ev=-1.092
C -4.33967 -3.62729 -7.42586 0.598
C -8.40983 -4.20049 0.62736 -0.871
F 3.25895 5.39376 0.17103 -0.238
C 7.82736 1.54654 7.34664 -1.452
O 3.27153 7.58566 -1.72350 -0.638
H -8.65911 -3.43579 -2.64420 0.351
C 0.75610 -8.04914 -2.04181 -1.337
H -11.59399 -4.06736 -0.74021 0.316
H -7.00907 7.83092 0.71016 0.353
O -5.59098 -0.42516 9.35537 -0.674
N -9.78023 -3.57985 0.40668 -0.151
O -4.37532 -6.37681 -7.21617 -0.672
H 9.98423 0.80527 5.30180 0.378
C 1.83332 3.04848 -6.25240 -1.431
N -1.68549 -7.90941 -1.80130 -0.215
H 10.70255 0.96807 3.08053 0.548
O -5.92299 -1.31801 7.05297 -0.644
H 11.02654 2.87568 1.52893 0.410
O 2.42091 8.95849 0.09878 -0.655
C -0.29798 -8.96835 0.12992 -0.639
O 9.46968 -3.63446 -5.72488 -0.666
S -5.01721 -1.11045 8.17172 1.055
H 7.35747 1.32280 8.30438 0.373
F -0.05246 -1.82289 1.86804 -0.227
C 0.66917 3.64669 -7.04762 0.192
F -3.45734 -3.61086 -6.45130 -0.209
H -5.08815 6.75419 -0.54117 0.428
C 8.09447 0.45518 6.28610 -0.216
H -0.66784 2.38131 -10.72238 0.296
H 1.70670 -8.54578 -1.84735 0.362
H 8.19990 2.42238 2.49549 0.423
F 6.30938 -3.15094 -5.20609 -0.223
H -0.17532 1.79381 -7.86907 0.468
C -0.16346 -0.79906 0.97043 0.572
H -3.95643 9.19048 3.19630 0.407
H -1.15532 -9.53780 0.48881 0.442
H 8.88784 4.98837 1.96403 0.337
C 7.35376 0.04261 3.38269 -0.872
H -3.54705 7.04284 1.91231 0.368
H 6.61007 -1.76464 4.33564 0.270
F -3.74959 -3.61955 -8.62365 -0.222
O -2.90746 -0.38627 0.78602 -0.646
H -5.66515 5.73355 3.31781 0.392
C 2.81127 6.49061 0.82773 0.579
F 1.74284 6.20681 1.60035 -0.209
H -10.51424 -4.57118 2.15533 0.395
H -2.12649 3.24600 -10.54457 0.247
C -4.45527 7.62766 1.76663 -0.333
H -10.07199 -4.67031 -1.45153 0.359
H 8.76305 2.10205 7.40983 0.356
C 9.27584 -1.31953 3.82903 -0.478
H 0.90268 2.69902 -8.91310 0.419
S 2.29741 7.69683 -0.62768 1.042
H 9.30925 4.25620 0.37279 0.313
H -5.71602 8.98957 3.01303 0.348
H 1.35858 -7.94871 2.26612 0.312
H -6.19632 4.56357 2.02816 0.384
H -0.69279 -9.68533 -1.94011 0.372
C -4.75844 8.46945 3.03816 -0.551
H 1.78948 2.06493 -5.78463 0.388
F 6.73062 -2.50800 -3.25066 -0.234
S -1.80787 -0.77377 -0.07186 1.052
H -8.89554 -0.80379 -1.71335 0.369
H -7.72189 -3.50599 1.10955 0.422
F 7.69549 -1.42319 -4.94304 -0.223
H 10.34185 -1.48756 3.67569 0.297
F -3.97945 1.19244 7.28862 -0.205
O -1.55197 0.21884 -1.10495 -0.652
H 8.69373 1.92502 0.97431 0.570
C -5.11542 5.87331 0.10024 -0.959
C -9.73613 -2.09988 -0.14727 -0.516
C 8.33501 -1.98142 2.95174 -0.578
H 6.66396 0.60227 4.01440 0.467
F 0.88550 -0.76131 0.12119 -0.222
H -9.35249 -1.52938 0.69857 0.428
H 0.77808 -7.00505 -1.72956 0.391
H -8.46248 -5.07980 1.26934 0.368
H 6.24517 -1.79549 2.73380 0.418
C -7.00503 6.95076 1.35312 -0.801
C 9.09926 2.09990 1.97083 -0.739
H 0.31160 -6.84136 2.56332 0.309
O 0.89261 7.21860 -0.96514 -0.668
F -5.18756 -2.62854 -7.37229 -0.222
H -7.64593 6.17904 0.92675 0.350
C 0.29797 -7.80723 2.05832 -0.829
N -0.45347 3.85214 -6.03939 -0.320
H -11.54080 -3.22203 1.58268 0.391
C 9.67870 4.55019 1.35523 -1.252
H 10.48120 3.42189 3.00774 0.356
F 3.85061 6.98938 1.49091 -0.213
O -1.94300 -2.15136 -0.56389 -0.657
H -2.43753 -8.53478 -1.54942 0.353
C 7.04402 -1.44602 3.38786 -0.627
H 10.57274 5.15438 1.20115 0.365
F -0.08293 0.30866 1.68055 -0.220
H -0.16232 4.51714 -5.33718 0.353
N -5.50159 6.45608 1.43443 -0.310
C -5.41533 5.23774 2.37980 -0.861
C 8.93919 1.00292 5.06321 -0.725
H -5.00165 8.22348 4.92861 0.300
C -1.39256 2.68430 -9.96668 -0.727
H 7.11902 0.07069 5.98813 0.226
H -1.19643 4.24945 -6.59639 0.351
C 0.10470 2.80103 -8.17762 -0.738
H -7.90777 -4.45183 -0.30691 0.379
O -4.89132 7.60695 4.20107 -0.484
F -2.64440 0.25657 8.66299 -0.217
C 10.12760 3.29025 1.98513 -0.706
H -10.73713 -1.69023 -0.28257 0.418
H 8.66591 -0.35438 6.74013 0.394
H 0.74122 -8.08902 -3.13098 0.439
O -4.46857 -2.42267 8.57347 -0.680
H 8.49208 -1.64443 1.92711 0.291
H -5.86435 5.09375 -0.03935 0.438
O -6.26875 -5.32535 -8.35499 -0.659
F -2.94180 -0.70136 6.62718 -0.206
O -9.22696 -2.67668 -2.49291 -0.545
H 9.77335 0.04988 1.85218 0.350
H -4.51625 8.21899 0.85300 0.364
O 9.68016 -3.10695 -3.36420 -0.645
N 8.84721 0.22300 3.74270 0.410
H -7.26648 7.15932 2.39055 0.379
C -0.47933 -8.74786 -1.42662 -0.113
S 8.85449 -3.67669 -4.39354 1.093
O -0.93864 3.41578 -8.87545 -0.344
H -1.63856 -7.82885 -2.80698 0.360
H -0.22481 -8.62209 2.55912 0.325
H -1.81926 1.81202 -9.47154 0.346
H 8.94863 -1.51677 4.84988 0.331
H -1.69526 -6.99841 -1.36528 0.335
H 7.16110 2.25275 6.85119 0.365
S -5.36350 -5.28550 -7.16066 1.024
C 9.72905 0.83281 2.60926 -0.823
H -10.76267 -5.35462 0.15099 0.416
H 0.51976 -9.67130 0.28883 0.427
C 7.28983 -2.62111 -4.46797 0.584
C -10.52101 -3.54189 1.79673 -0.874
C -3.50212 0.03270 7.64042 0.571
H 8.61301 2.01614 4.82849 0.386
C -8.84529 -1.84901 -1.40824 -0.612
O 8.36005 -5.04295 -4.09082 -0.687
H -4.48010 4.68294 2.30452 0.381
H 8.48199 -3.05733 2.85744 0.441
H -0.74926 2.98444 -5.61547 0.338
O -0.09136 -7.72117 0.67724 -0.295
H 0.92017 4.66780 -7.33475 0.331
C -10.62187 -4.51047 -0.52406 -0.777
O -5.96031 -5.17268 -5.81279 -0.638
H -4.13483 5.39774 0.11943 0.404
H -10.13310 -2.88307 2.57363 0.371
H 7.26590 0.32171 2.33270 0.391
H 1.97376 3.62687 -5.33924 0.464
H -7.78278 -2.01283 -1.22839 0.363
H 2.66959 3.17698 -6.93959 0.366

***

(2)
12
Properties=species:S:1:pos:R:3:mulliken_charge:R:1 method="wB97M-V/def2-TZVPD" total_charge=0 max_force_ev_per_a=5.509 de_lowest_kj_mol=189.8 total_energy_ev=-19164.149 lumo_energy_ev=0.010
C 0.93320 0.11886 -1.15869 -0.651
C -0.82444 0.98199 0.46825 0.057
H -0.77698 -3.17473 1.00922 0.454
S -2.17610 1.04423 -0.59776 -0.226
C 0.46896 0.15989 0.23719 0.974
O -0.64229 1.81812 1.44303 -0.413
H 1.97825 -0.41169 -3.17260 0.325
H -1.51871 2.38291 1.50230 0.393
C 1.66137 0.00275 -2.15277 -0.233
C -0.37750 -2.23902 0.87076 0.044
H 1.14987 0.47765 0.96478 0.242
C 0.12436 -1.16095 0.58629 -0.967

***

(3)
16
Properties=species:S:1:pos:R:3:mulliken_charge:R:1 method="wB97M-V/def2-TZVPD" total_charge=+1 max_force_ev_per_a=3.288 de_lowest_kj_mol=290.1 total_energy_ev=-31317.600 lumo_energy_ev=-4.964
H -0.76310 -1.39679 1.53031 -0.104
C -0.56620 0.81869 0.28281 -0.413
Si 0.18314 -0.99540 0.37285 0.209
H 3.64984 -0.33798 1.02640 -0.016
O -0.32992 1.43110 -0.92328 -0.520
H -2.56383 0.16723 -0.06927 0.307
H -2.08357 0.22581 1.41527 0.320
Si 3.22469 -0.07779 -0.35908 0.341
H -0.64125 1.02545 -1.79820 0.402
H 3.57919 -1.11001 -1.34119 0.022
H -0.05680 1.41928 1.00765 0.514
H -2.63316 1.56904 0.65856 0.341
S -1.06896 -1.92908 -1.37976 -0.366
N -2.08583 0.72707 0.59779 -0.245
H 3.34001 1.44510 -0.50130 0.025
H -1.18425 -2.98172 -0.51959 0.182

***

What did the second record say?
12
Properties=species:S:1:pos:R:3:mulliken_charge:R:1 method="wB97M-V/def2-TZVPD" total_charge=0 max_force_ev_per_a=5.509 de_lowest_kj_mol=189.8 total_energy_ev=-19164.149 lumo_energy_ev=0.010
C 0.93320 0.11886 -1.15869 -0.651
C -0.82444 0.98199 0.46825 0.057
H -0.77698 -3.17473 1.00922 0.454
S -2.17610 1.04423 -0.59776 -0.226
C 0.46896 0.15989 0.23719 0.974
O -0.64229 1.81812 1.44303 -0.413
H 1.97825 -0.41169 -3.17260 0.325
H -1.51871 2.38291 1.50230 0.393
C 1.66137 0.00275 -2.15277 -0.233
C -0.37750 -2.23902 0.87076 0.044
H 1.14987 0.47765 0.96478 0.242
C 0.12436 -1.16095 0.58629 -0.967